# C4H9NO

C4H9NO in the gas phase (ωB97M-V with the def2-TZVPD basis set, OMol25).

Geometry as ORCA input:
```
! RIJCOSX wB97M-V def2-TZVPD def2/J DEFGRID3
* xyz 0 1
C -0.65494 -2.17332 0.16940
C 0.38599 -1.34248 -0.57041
N 0.34677 0.01662 -0.08224
C -0.03979 0.93976 -0.84595
O -0.08818 2.22201 -0.45651
C 0.31534 2.40652 0.90208
H -1.66276 -1.81607 -0.06826
H -0.57884 -3.22953 -0.10463
H -0.51124 -2.07196 1.24995
H 0.23258 -1.41163 -1.66169
H 1.38986 -1.72765 -0.35416
H -0.37437 0.84020 -1.88569
H 0.35821 3.48269 1.07009
H 1.28619 1.93517 1.06464
H -0.40482 1.92968 1.57339
*
```

* relative energy (zero: lowest compared OMol25 entry of this formula, charge and spin): 1.439 eV
* Kohn-Sham gap: 10.83 eV

---

# C2H5NS

2 unconnected molecules or ions with the total composition C2H5NS at a distorted geometry (ωB97M-V with the def2-TZVPD basis set, OMol25).

Geometry as ORCA input:
```
! RIJCOSX wB97M-V def2-TZVPD def2/J DEFGRID3
* xyz 0 1
C -2.27687 0.88368 -0.58817
C 1.27281 -1.15246 0.02415
N -1.15945 1.21905 -0.13100
S -2.51331 2.08650 0.73732
H 0.45252 -0.44178 0.14539
H 1.00030 -1.85982 -0.72853
H 1.27794 -1.65426 1.03723
H 2.19756 -0.60709 -0.04797
H -0.25150 1.52619 -0.44842
*
```

* relative energy (zero: lowest compared OMol25 entry of this formula, charge and spin): 3.790 eV
* Kohn-Sham gap: 9.21 eV

---

# C4H9NP

A gas-phase ion, C4H9NP (charge +1) at a distorted geometry (ωB97M-V with the def2-TZVPD basis set, OMol25).

Geometry as ORCA input:
```
! RIJCOSX wB97M-V def2-TZVPD def2/J DEFGRID3
* xyz 1 1
C 0.33552 0.48597 -1.10486
C -0.39508 -1.29686 0.52266
C 0.71275 -0.22466 0.22189
C -1.12008 0.41966 -1.31829
N 0.83681 0.65063 1.33940
P -1.83965 -0.91779 -0.54970
H 0.68587 1.52272 -1.12369
H 0.86514 -0.00990 -1.92762
H -0.01799 -2.29725 0.29822
H -0.65372 -1.27692 1.58392
H 1.65695 -0.75901 0.10068
H -1.60435 1.08637 -2.01124
H 0.38076 1.54664 1.28595
H 1.73291 0.69323 1.79374
H -3.00673 -0.47115 0.06241
*
```

* relative energy (zero: lowest compared OMol25 entry of this formula, charge and spin): 1.530 eV
* Kohn-Sham gap: 7.20 eV

---

# C9H18Br

2 unconnected molecules or ions with the total composition C9H18Br at a distorted geometry (ωB97M-V with the def2-TZVPD basis set, OMol25).

Geometry as ORCA input:
```
! RIJCOSX wB97M-V def2-TZVPD def2/J DEFGRID3
* xyz 0 2
Br 1.79491 -0.37366 0.09385
H -4.07059 0.50758 1.73735
C -4.15031 1.07385 2.69123
C -4.73605 2.46405 2.44432
C -4.98159 0.32003 3.72973
C -2.64946 1.12746 3.07771
C -2.07478 -0.27310 3.33961
C -0.57807 -0.27432 3.64765
C 0.20232 0.49574 2.61870
C -0.31892 1.88353 2.32208
C -1.81777 1.87828 2.02574
H -4.60248 3.09390 3.33352
H -4.27440 2.97464 1.58992
H -5.81946 2.41355 2.26000
H -4.86788 0.78884 4.71586
H -6.05572 0.36257 3.49754
H -4.70262 -0.73628 3.82771
H -2.57174 1.69111 4.01628
H -2.60146 -0.74999 4.17060
H -2.23794 -0.91092 2.46080
H -0.41766 0.17345 4.63842
H -0.20918 -1.30377 3.66678
H 1.26384 0.51532 2.85296
H 0.16520 -0.08202 1.67652
H -0.13379 2.53153 3.18774
H 0.22782 2.27887 1.46120
H -1.96262 1.41875 1.04051
H -2.16764 2.91017 1.93650
*
```

* relative energy (zero: lowest compared OMol25 entry of this formula, charge and spin): 0.000 eV
* Kohn-Sham gap (spin up / spin down): 11.53 / 7.21 eV
* expectation value of S²: 0.753

---

# C44H41Cl2N7O3S2TeTi

A molecular structure, C44H41Cl2N7O3S2TeTi at a distorted geometry (ωB97M-V with the def2-TZVPD basis set, OMol25).

Geometry as ORCA input:
```
! RIJCOSX wB97M-V def2-TZVPD def2/J DEFGRID3
* xyz -1 2
Ti 0.39960 -1.17875 -0.91005
C -0.75620 2.96115 -4.97253
C -1.82450 2.95798 -3.88560
N -2.38881 1.62963 -3.65684
C -1.82816 0.78001 -2.70242
S -1.40819 1.52154 -1.12873
N -1.70086 -0.44711 -3.02261
N -1.14239 -1.33525 -2.12452
C -1.68704 -2.61400 -2.14865
C -3.03893 -2.87362 -2.74431
C -0.90170 -3.59516 -1.60122
C -1.33718 -4.95468 -1.40031
C -0.46470 -5.89449 -0.98003
C 0.90546 -5.53259 -0.74942
C 1.25981 -4.23110 -0.88910
N 0.41183 -3.23215 -1.25131
H -0.37387 3.97062 -5.13732
H -1.16476 2.59746 -5.91840
H 0.08042 2.31802 -4.69371
H -2.63710 3.64007 -4.14931
H -1.40385 3.31037 -2.94591
H -2.54972 1.10476 -4.50767
H -3.37051 -1.99922 -3.29857
H -3.79115 -3.08622 -1.97607
H -3.01274 -3.72198 -3.43216
H -2.37616 -5.19800 -1.58033
H -0.79266 -6.91452 -0.81866
H 1.64244 -6.26414 -0.44961
H 2.28551 -3.92863 -0.70930
C 5.34266 0.88103 5.33367
C 4.35671 1.01435 4.20328
C 3.25802 0.16950 4.10283
C 2.35283 0.29387 3.05984
C 2.54771 1.25923 2.08167
C 3.62303 2.13413 2.18882
C 4.51949 2.00261 3.23640
S 1.27590 1.50570 0.85238
O 0.09052 0.99486 1.49794
O 1.32168 2.90914 0.52855
N 1.51471 0.58230 -0.44462
C 2.61963 0.80855 -1.30073
C 3.58393 1.80492 -1.17532
C 4.66551 1.86034 -2.05595
C 4.80120 0.94172 -3.07105
C 3.82064 -0.04938 -3.25778
C 3.86476 -1.00126 -4.32006
C 2.81361 -1.90187 -4.45107
C 1.77163 -1.91106 -3.55456
N 1.70564 -1.05160 -2.49117
C 2.72004 -0.10325 -2.37556
H 5.00599 0.14600 6.06423
H 5.48167 1.83355 5.84786
H 6.31999 0.56440 4.96331
H 3.09469 -0.59199 4.85768
H 1.47513 -0.33529 3.01796
H 3.74342 2.93214 1.47288
H 5.35218 2.69323 3.31404
H 3.47529 2.56299 -0.42013
H 5.40206 2.64582 -1.93366
H 5.64136 0.98477 -3.75456
H 4.69532 -0.99342 -5.01402
H 2.80015 -2.61868 -5.26307
H 0.94843 -2.60514 -3.64290
Cl -3.00500 -2.84622 2.27307
C -1.28206 -2.94124 2.41619
C -0.73798 -3.68018 3.48826
C 0.60711 -3.79572 3.65159
Cl 1.23668 -4.69903 5.01196
C 1.50495 -3.18688 2.74114
C 2.91876 -3.23957 2.80838
C 3.65929 -2.58769 1.87159
C 3.00619 -1.88330 0.83422
N 1.70497 -1.83929 0.73844
C 0.94320 -2.46335 1.67887
C -0.47446 -2.31916 1.49093
O -0.88976 -1.61732 0.47734
H -1.40755 -4.15810 4.19011
H 3.39464 -3.79806 3.60359
H 4.74007 -2.59717 1.90500
H 3.56876 -1.34765 0.07521
C -6.52204 5.56414 2.09255
C -5.67138 4.40265 1.65140
C -5.74438 3.91103 0.35738
C -4.99557 2.81152 -0.05569
C -5.14912 2.32194 -1.46733
C -4.12963 2.19324 0.85487
Te -2.98444 0.46784 0.38565
C -4.02064 2.69365 2.16473
C -3.07913 2.11134 3.19364
C -4.80271 3.78285 2.53850
H -6.98572 6.05986 1.23972
H -5.93033 6.30226 2.63677
H -7.31980 5.23058 2.76030
H -6.40727 4.38950 -0.35693
H -5.92253 2.88652 -1.98980
H -5.40823 1.26132 -1.48836
H -4.21799 2.41469 -2.02336
H -2.09428 1.91436 2.76865
H -3.45278 1.16257 3.58671
H -2.97086 2.80201 4.03040
H -4.71839 4.16385 3.55183
*
```

* relative energy (zero: lowest compared OMol25 entry of this formula, charge and spin): 0.159 eV
* Kohn-Sham gap (spin up / spin down): 4.57 / 4.94 eV
* expectation value of S²: 0.797

---

# C5H16N2OS

2 unconnected molecules or ions with the total composition C5H16N2OS at a distorted geometry (ωB97M-V with the def2-TZVPD basis set, OMol25).

Geometry as ORCA input:
```
! RIJCOSX wB97M-V def2-TZVPD def2/J DEFGRID3
* xyz 0 1
C 0.34451 0.08932 -2.16872
C 0.31812 -0.02547 -0.62615
C 1.61240 -0.58643 -0.04719
C 2.61387 0.30864 0.64743
S 2.48866 -0.00656 2.48030
N -0.78571 -0.93946 -0.21156
C -2.13509 -0.56581 -0.78051
N -2.55478 0.74801 -0.25901
H 1.25885 -0.08507 -2.73791
H -0.09068 1.12484 -2.41046
H -0.26397 -0.70275 -2.56030
H 0.07112 0.95398 -0.16364
H 1.28261 -1.61141 0.21018
H 2.19330 -0.89941 -0.91685
H 2.25435 1.36313 0.50406
H 3.56974 0.26122 0.18949
H 2.39136 -1.37240 2.30684
H -0.82382 -0.87363 0.81488
H -2.03020 -0.42214 -1.84812
H -2.70608 -1.37968 -0.38291
H -2.64678 1.58597 -0.79198
H -2.58532 0.80002 0.74922
H -0.72669 1.22244 2.28528
H -1.57982 0.39020 3.32243
O -1.46996 0.62247 2.39520
*
```

* relative energy (zero: lowest compared OMol25 entry of this formula, charge and spin): 1.392 eV
* Kohn-Sham gap: 8.78 eV